No. 1
This record from OMol25 describes 2 unconnected molecules or ions with the total composition C4H10NO at a distorted geometry. The level of theory is ωB97M-V/def2-TZVPD.

Geometry as XYZ:
```
16
Properties=species:S:1:pos:R:3:forces:R:3:lowdin_charge:R:1
O 2.303474 -0.614529 1.300019 -0.733 -0.188 0.055 -0.483
N 2.203748 0.412721 0.348227 3.116 0.589 0.755 -0.201
C -0.014650 -1.229781 -0.022434 -0.198 -1.471 -0.192 -0.141
C -1.185109 0.788415 0.879976 2.941 0.595 1.762 -0.094
C -0.960664 0.490182 -1.543077 -0.144 1.493 -0.683 -0.025
C -0.687995 0.057005 -0.309686 -1.307 -0.813 0.565 -0.489
H 1.287372 0.683385 0.171302 -2.115 0.458 -0.054 -0.047
H -0.625682 -1.986744 0.474327 -0.616 0.303 0.645 0.056
H -2.115438 0.592965 1.349479 -1.282 -1.053 -0.321 0.053
H -0.447253 0.567788 1.719364 -0.629 0.754 -0.776 0.102
H 2.514620 0.037609 -0.527271 0.229 -0.293 -0.748 0.024
H -1.104136 1.529235 -1.938096 -0.429 -0.806 1.142 0.053
H 0.971509 -1.174277 0.708213 -0.557 0.173 -0.811 0.062
H -1.052968 -0.229761 -2.300764 0.786 -0.941 -1.275 0.011
H 0.144334 -1.759625 -0.969736 0.709 0.274 -0.115 0.060
H -1.231160 1.835408 0.660150 0.229 0.926 0.053 0.060
```
Forces are in eV/Å.

Highest occupied orbital energy (spin up / spin down) in eV: -1.8 / -1.8
Net charge: -1
Electronic energy in eV: -7844.05187
Kohn-Sham gap (spin up / spin down) in eV: 5.83 / 5.83
Strongest force on any atom in eV Å⁻¹: 3.48
ΔE to the lowest compared entry with this formula, charge and spin in eV: 3.4844

No. 2
This record from OMol25 describes 2 unconnected molecules or ions with the total composition C4H10NO at a distorted geometry. The level of theory is ωB97M-V/def2-TZVPD.

Geometry as XYZ:
```
16
Properties=species:S:1:pos:R:3:forces:R:3:lowdin_charge:R:1
O 0.902449 -0.419894 0.024382 0.402 0.059 -0.392 -0.375
N 0.130226 2.383586 -2.246855 -0.732 -0.824 0.126 -0.044
C -1.354086 -2.021788 2.546697 2.102 -2.269 -1.071 -0.108
C 1.182080 0.493335 -0.952041 -0.229 -0.769 0.767 -0.531
C -0.231389 -2.361093 1.824468 -1.803 -0.748 1.288 -0.072
C -0.052044 1.332034 -1.193008 0.334 1.461 -0.060 -0.314
H -0.646249 3.041773 -2.246648 0.485 0.013 0.099 0.032
H 0.083652 -1.804136 0.947638 0.643 0.746 0.328 -0.022
H 1.951826 1.228942 -0.625664 0.448 0.109 -0.180 0.075
H 1.540394 0.037286 -1.909982 -0.066 0.227 0.033 0.086
H -1.810617 -1.068895 2.485737 -0.491 0.740 -0.494 0.006
H -0.855402 0.699886 -1.491007 -0.705 -0.586 -0.271 0.080
H -0.292425 1.740553 -0.187870 -0.052 -0.004 -0.483 0.099
H -1.884160 -2.803586 3.111093 0.514 0.562 0.437 0.015
H 1.013134 2.845480 -2.130408 0.162 0.396 0.199 0.025
H 0.322611 -3.323488 2.043471 -1.012 0.887 -0.328 0.047
```
Forces are in eV/Å.

Highest occupied orbital energy in eV: -2.6
Net charge: -1
Electronic energy in eV: -7845.89247
Kohn-Sham gap in eV: 6.91
Strongest force on any atom in eV Å⁻¹: 3.27
ΔE to the lowest compared entry with this formula, charge and spin in eV: 1.6438

No. 3
This record from OMol25 describes C4H10NO in the gas phase at a distorted geometry. The level of theory is ωB97M-V/def2-TZVPD.

Geometry as XYZ:
```
16
Properties=species:S:1:pos:R:3:forces:R:3:lowdin_charge:R:1
O 0.271123 -2.568078 -1.779494 0.257 0.561 0.823 0.008
N 0.501551 1.200308 0.269301 -2.178 1.634 1.015 -0.116
C -0.581509 0.671467 -0.553118 -3.061 3.192 1.393 -0.316
C 0.611145 -1.462000 -1.037877 2.483 -0.706 0.628 -0.344
C -0.726626 -0.759392 -0.671101 1.688 -2.697 2.243 -0.191
C 0.193315 1.268317 1.744727 0.858 -2.248 -0.668 -0.096
H 0.146573 0.177098 2.033473 -0.538 1.102 0.644 0.068
H -1.409018 -1.169198 -1.392355 -1.040 0.341 0.189 0.113
H 1.014254 -1.700638 0.042840 -0.159 -0.191 -2.059 0.144
H 0.970052 1.712175 2.435115 -0.724 -0.101 -1.323 0.082
H 1.169286 0.645537 -0.177820 2.819 -0.631 1.039 0.044
H -0.796299 1.776875 1.844200 0.952 -0.452 0.012 0.083
H -1.627268 1.006460 -0.175447 1.650 0.059 -0.505 0.149
H -0.387383 1.200474 -1.436715 -0.337 0.261 -1.980 0.099
H -0.803270 -1.126359 0.430790 -1.133 0.204 -2.090 0.140
H 1.454073 -0.873046 -1.576518 -1.538 -0.327 0.639 0.134
```
Forces are in eV/Å.

Highest occupied orbital energy (spin up / spin down) in eV: -8.9 / -8.9
Electronic energy in eV: -7843.33723
Kohn-Sham gap (spin up / spin down) in eV: 9.80 / 7.34
Spin multiplicity: 2
Strongest force on any atom in eV Å⁻¹: 4.64
ΔE to the lowest compared entry with this formula, charge and spin in eV: 2.4400

> Look up the strongest force on any atom of the first one.

3.48 eV Å⁻¹